Entry 1:
Molecular formula: C11H12N2OS
Method: DFT, the ωB97M-V functional and the def2-TZVPD basis

Calculated values
HOMO   -8.74 eV
E   -27460.857 eV
Strongest force on any atom   5.32 eV/A
Total charge   0

Atoms and positions in Å:
C1 -1.3333 0.5460 3.2687
C2 -2.0715 -0.2162 2.3505
C3 0.0300 0.4374 3.3124
C4 -1.3081 -0.7922 1.3347
C5 0.7807 -0.1407 2.2862
C6 0.1080 -0.6679 1.1997
C7 0.5491 0.0820 -2.5386
C8 -0.1645 0.7915 -1.6555
C9 0.7942 -1.1890 0.0565
C10 -0.2044 -0.8648 -3.4674
C11 0.4452 1.7509 -0.7448
N1 1.9365 -0.0259 -2.5300
N2 2.1355 -0.7290 -0.0353
O1 0.4172 -2.1220 -0.6195
S1 2.8623 -0.4434 -1.3769
H1 -1.8177 1.1401 4.0893
H2 -3.0739 -0.1812 2.5458
H3 0.6016 0.9059 4.2384
H4 -1.7845 -1.2826 0.6403
H5 1.8122 -0.0583 2.3944
H6 -1.1528 0.6561 -1.8686
H7 -0.1126 -1.9189 -3.2854
H8 0.1596 -0.9513 -4.5477
H9 -1.2141 -0.7600 -3.4992
H10 1.0369 2.3569 -1.4242
H11 1.0482 1.3778 0.1603
H12 -0.4799 2.2988 -0.2841



Entry 2:
Molecular formula: C44H112N8O14
Method: DFT, the ωB97M-V functional and the def2-TZVPD basis

Calculated values
HOMO   -7.87 eV
E   -88020.999 eV
Strongest force on any atom   1.52 eV/A
SMILES string   COC[C@H](C)N.COC[C@H](C)N.COCCNCCOC.COCCNCCOC.COCCNCCOC.COCCNCCOC.COCCNCCOC.COCCNCCOC
Total charge   0

Atoms and positions in Å:
C1 0.9710 0.7998 -1.1371
O1 -0.3155 1.1357 -0.6729
C2 -0.5389 0.7628 0.6720
C3 -0.4680 -0.7615 0.9156
C4 -1.3903 -1.6514 0.0744
N1 -0.6120 -1.0134 2.3480
H1 1.1180 1.3520 -2.0622
H2 1.1451 -0.2675 -1.2895
H3 1.7461 1.2041 -0.4696
H4 0.0982 1.3091 1.3810
H5 -1.5164 1.1850 0.9235
H6 0.5404 -1.1381 0.7098
H7 -1.0220 -2.6746 0.1415
H8 -1.2972 -1.3855 -0.9810
H9 -2.4375 -1.5839 0.3749
H10 -0.0905 -0.2822 2.8515
H11 -1.5537 -0.7210 2.6259
C5 -0.2161 -2.8765 -7.7011
O2 0.7465 -2.4184 -6.7824
C6 1.3728 -1.1874 -7.0998
C7 1.8930 -0.7390 -5.7390
C8 0.7430 -0.3623 -4.7777
N2 2.8952 0.3217 -5.8283
H12 -1.0335 -2.1628 -7.8570
H13 -0.6837 -3.7892 -7.3349
H14 0.2771 -3.0695 -8.6597
H15 2.1893 -1.3241 -7.8168
H16 0.6713 -0.4758 -7.5488
H17 2.3984 -1.5949 -5.2861
H18 0.4442 -1.2587 -4.2240
H19 -0.1570 0.0005 -5.2845
H20 0.9181 0.3576 -3.9767
H21 2.6864 0.9958 -6.5649
H22 2.8557 0.9495 -5.0324
C9 3.3761 1.4550 6.2299
O3 3.1259 1.0821 4.8908
C10 2.3344 -0.0751 4.7755
C11 0.8755 0.1257 5.1700
N3 0.3176 1.1365 4.2733
C12 -0.6813 2.0259 4.8696
C13 -0.9359 3.2854 4.0616
O4 0.2039 4.0860 3.8938
C14 -0.1272 5.3372 3.3729
H23 4.0819 2.2731 6.3346
H24 3.7852 0.6137 6.8027
H25 2.4299 1.7000 6.7202
H26 2.8138 -0.9468 5.2461
H27 2.4326 -0.4324 3.7442
H28 0.7655 0.4111 6.2226
H29 0.3454 -0.8193 5.0277
H30 1.0697 1.7978 4.0719
H31 -0.3138 2.3803 5.8481
H32 -1.6323 1.5128 5.0260
H33 -1.6725 3.7882 4.7040
H34 -1.4291 3.0488 3.1123
H35 -0.5364 6.0679 4.0841
H36 -0.8664 5.2192 2.5700
H37 0.7277 5.8639 2.9473
C15 4.4881 6.9161 -3.1680
O5 4.1464 6.1071 -2.0634
C16 3.7191 6.8674 -0.9409
C17 3.1678 5.9170 0.1218
N4 4.2208 5.1042 0.7205
C18 3.6654 4.0421 1.5656
C19 4.7513 3.3020 2.3081
O6 5.3778 2.3483 1.4619
C20 4.7984 1.0680 1.5757
H38 4.8113 6.2673 -3.9815
H39 5.3878 7.4941 -2.9210
H40 3.6358 7.5372 -3.4513
H41 2.9182 7.5392 -1.2666
H42 4.6200 7.3752 -0.5793
H43 2.3857 5.3155 -0.3666
H44 2.7195 6.4796 0.9445
H45 4.7564 4.7213 -0.0544
H46 3.0562 3.3565 0.9591
H47 2.9812 4.5177 2.2720
H48 4.4033 2.8554 3.2441
H49 5.5235 4.0075 2.6209
H50 5.1207 0.5574 2.4886
H51 5.0574 0.4405 0.7247
H52 3.7034 1.0983 1.6245
C21 -4.8443 4.2753 3.4835
O7 -4.4869 3.3373 2.4994
C22 -4.6910 3.9468 1.2000
C23 -4.5403 2.8973 0.1140
N5 -5.6414 1.9349 0.1336
C24 -5.4533 0.7708 -0.7140
C25 -6.5651 -0.2401 -0.4748
O8 -6.2572 -1.0414 0.6582
C26 -7.2144 -2.0393 0.8734
H53 -4.7791 3.7963 4.4621
H54 -5.8802 4.6170 3.3834
H55 -4.1965 5.1581 3.5247
H56 -3.9084 4.7031 1.1176
H57 -5.7109 4.3350 1.1602
H58 -3.6435 2.2813 0.2552
H59 -4.5016 3.3601 -0.8744
H60 -5.9967 1.7377 1.0555
H61 -4.5154 0.2654 -0.4413
H62 -5.3924 1.0576 -1.7636
H63 -6.5317 -0.9111 -1.3416
H64 -7.5324 0.2471 -0.3376
H65 -7.3203 -2.7430 0.0369
H66 -8.2280 -1.6431 1.0172
H67 -6.9173 -2.5994 1.7577
C27 2.6803 -4.7448 -1.2895
O9 1.4430 -4.7096 -1.9698
C28 1.5173 -3.9179 -3.1343
C29 0.2067 -4.0703 -3.8786
N6 -0.9237 -3.4795 -3.1723
C30 -2.1898 -3.8199 -3.8034
C31 -3.3760 -3.5478 -2.9026
O10 -3.2110 -4.1741 -1.6570
C32 -4.2225 -3.9510 -0.7151
H68 3.4997 -4.9570 -1.9896
H69 2.6214 -5.5293 -0.5377
H70 2.9126 -3.7681 -0.8495
H71 2.3506 -4.2217 -3.7802
H72 1.7013 -2.8557 -2.9261
H73 0.0484 -5.1416 -4.0828
H74 0.2640 -3.5875 -4.8588
H75 -0.8639 -3.8480 -2.2267
H76 -2.1042 -4.8279 -4.2308
H77 -2.3469 -3.1664 -4.6696
H78 -4.3271 -3.7913 -3.3925
H79 -3.4464 -2.4610 -2.7489
H80 -3.9624 -4.4790 0.1967
H81 -5.1948 -4.3180 -1.0632
H82 -4.3603 -2.9053 -0.4090
C33 2.7206 3.3245 -3.4785
O11 3.1964 2.0509 -3.1007
C34 4.3151 2.0869 -2.2423
C35 4.6754 0.6299 -2.0650
N7 4.9230 -0.0621 -3.3246
C36 4.7883 -1.4959 -3.2752
C37 5.7556 -2.1452 -2.2795
O12 5.1493 -2.2728 -1.0108
C38 5.8313 -3.0019 -0.0326
H83 1.9982 3.1744 -4.2811
H84 3.5170 3.9795 -3.8464
H85 2.2599 3.8368 -2.6273
H86 4.0834 2.4589 -1.2347
H87 5.1497 2.6767 -2.6372
H88 3.8533 0.1695 -1.5028
H89 5.6068 0.5175 -1.5036
H90 4.6579 0.3844 -4.1884
H91 5.0400 -1.8732 -4.2679
H92 3.7527 -1.7906 -3.0618
H93 6.6811 -1.5622 -2.2054
H94 6.0567 -3.1391 -2.6365
H95 6.8854 -2.7111 0.0366
H96 5.7481 -4.0856 -0.1807
H97 5.3592 -2.7772 0.9246
C39 -3.7189 0.4405 3.0464
O13 -3.1913 -0.3991 4.0529
C40 -3.9419 -1.5707 4.3171
C41 -3.7236 -2.7485 3.3563
N8 -2.3399 -3.2423 3.3449
C42 -2.2200 -4.3857 2.4456
C43 -3.0987 -5.5625 2.8747
O14 -4.4596 -5.4114 2.4906
C44 -5.2955 -6.2901 3.2158
H98 -4.6984 0.8657 3.2843
H99 -3.9090 -0.0974 2.1122
H100 -2.9869 1.2233 2.8729
H101 -5.0085 -1.3549 4.4296
H102 -3.5364 -1.9031 5.2753
H103 -4.0854 -2.5371 2.3411
H104 -4.3975 -3.5192 3.7350
H105 -1.7470 -2.4506 3.0768
H106 -1.1609 -4.6463 2.5035
H107 -2.4292 -4.1470 1.3965
H108 -2.8748 -5.6471 3.9449
H109 -2.7621 -6.4888 2.3967
H110 -5.1832 -7.2918 2.7845
H111 -6.3372 -6.0339 3.0060
H112 -5.1495 -6.2136 4.2940